Molecular formula: C4H2
Method: DFT, the ωB97M-V functional and the def2-TZVPD basis

The value obtained for the total energy is -4174.3903 eV. Its lowest unoccupied orbital energy is 0.602 eV. Its HOMO-LUMO gap is 10.8411 eV. The spin multiplicity is 1. The calculation puts the max |F| at 0.013 hartree/bohr. For the energy above the lowest of the compared OMol25 structures with the same formula, charge and spin, the calculation gives 2.043 eV.

XYZ file:
```
6
Properties=species:S:1:pos:R:3:forces:R:3:lowdin_charge:R:1
C 0.448254 -0.105782 0.012689 0.507 -0.001 0.164 -0.14
C 1.580570 -0.077568 0.419144 -0.435 0.004 -0.127 0.15
C -0.878376 -0.106123 -0.420155 -0.247 -0.148 -0.245 -0.26
C -2.032950 -0.230616 -0.937920 0.583 0.119 0.321 0.11
H 2.580098 -0.046173 0.792242 -0.126 -0.031 -0.089 0.04
H -1.697596 0.566261 0.134002 -0.283 0.057 -0.024 0.10
```
Forces are in eV/Å.

Molecular formula: C5H25N2O5S
Method: DFT, the ωB97M-V functional and the def2-TZVPD basis

The value obtained for the total energy is -29634.3636 eV. Its lowest unoccupied orbital energy is -2.722 eV. Its HOMO-LUMO gap is 8.3655 eV. The spin multiplicity is 1. The calculation puts the max |F| at 0.209 hartree/bohr. As for the charge: +1. For the energy above the lowest of the compared OMol25 structures with the same formula, charge and spin, the calculation gives 4.586 eV.

XYZ file:
```
38
Properties=species:S:1:pos:R:3:forces:R:3:lowdin_charge:R:1
S 2.049766 -3.500263 0.528560 2.411 -0.625 0.069 0.77
O 2.263856 -1.332062 -2.344011 -0.606 -0.253 -0.300 -0.09
O -2.942070 2.439966 -1.805852 -0.266 3.474 -2.103 -0.10
O -2.625533 2.492075 2.095441 1.672 -1.637 -1.502 -0.05
O 0.159624 3.146335 1.573839 -0.423 -3.675 1.779 -0.04
O 0.099949 3.022135 -3.340011 -4.532 0.936 0.125 -0.01
N -0.497336 -0.660873 1.026199 1.932 1.533 -1.275 -0.05
N -1.928241 0.115585 -1.285849 1.150 0.237 -0.852 0.13
C 0.552421 -2.813750 1.034681 -2.784 0.009 -1.036 -0.62
C 0.803585 -1.333967 1.272389 -1.546 -0.252 3.659 -0.46
C 1.150047 -1.162063 2.872174 6.663 3.384 -7.689 -0.02
C -0.038062 0.544106 0.240338 -4.244 1.130 1.399 -0.23
C -0.306961 0.195241 -1.238111 -1.105 0.971 0.652 -0.07
H -2.363063 -0.578741 -0.589311 1.287 0.703 -1.563 0.18
H 0.089741 -0.754728 -1.585301 -0.016 -0.005 0.298 0.09
H 0.029868 1.009450 -1.927329 -0.784 -0.650 0.439 0.11
H 1.638399 -0.781164 0.670310 -1.394 -1.854 1.081 0.14
H 0.587593 2.712717 2.378208 -0.775 1.160 -1.566 0.11
H 1.916710 -2.116121 -2.837011 1.207 1.025 0.470 0.07
H -0.222904 2.745228 -4.199726 0.771 -0.106 -0.093 0.05
H 3.183691 -1.109965 -2.567053 -0.595 -0.710 -0.230 0.05
H 0.465153 4.003104 1.509261 1.238 2.922 0.029 0.01
H 0.918546 0.997215 0.535801 -0.084 -0.571 -0.539 0.11
H 1.682663 -4.458371 -0.282212 -0.511 -0.682 -0.393 -0.15
H 0.058358 -3.288220 1.918595 0.733 0.385 -0.421 0.10
H -1.844579 3.061471 1.999862 -0.698 0.250 0.491 0.01
H 2.168156 -1.585134 2.858131 -0.305 -0.816 0.605 0.07
H 0.724327 -1.356350 3.725810 -3.438 -1.425 3.965 0.01
H -2.589272 3.380202 -2.011828 -0.142 -2.150 1.084 0.12
H -0.968104 -0.385345 1.884718 0.451 0.129 -0.100 0.11
H -3.634989 2.486486 -2.506589 0.214 -0.736 0.843 0.08
H 1.616876 -0.117599 2.851490 -1.320 -0.561 0.659 0.09
H 0.969702 2.864837 -3.170593 3.773 -0.814 -0.058 -0.02
H -0.271303 -2.894371 0.242904 1.362 0.074 0.730 0.09
H -2.216098 0.034821 -2.344494 0.246 0.038 3.014 0.19
H -0.806941 1.352422 0.640415 1.474 -1.125 -1.614 0.11
H -3.366763 2.807248 2.559866 -0.842 1.245 0.914 0.01
H -2.195770 1.067134 -0.917411 -0.175 -0.958 -0.970 0.09
```
Forces are in eV/Å.

Molecular formula: C35H29F2N3O2RbS
Method: DFT, the ωB97M-V functional and the def2-TZVPD basis

The value obtained for the total energy is -62258.5479 eV. Its lowest unoccupied orbital energy is 2.291 eV. Its HOMO-LUMO gap is 6.2865 eV. The spin multiplicity is 1. The calculation puts the max |F| at 0.026 hartree/bohr. As for the charge: -1.

XYZ file:
```
73
Properties=species:S:1:pos:R:3:forces:R:3:lowdin_charge:R:1
Rb 0.445870 -0.539751 -0.193892 -0.013 -0.867 -1.038 0.85
S 0.039464 1.687718 2.070585 -0.218 0.063 0.162 0.48
F 1.793442 -3.719680 -5.683452 -0.044 -0.009 -0.435 0.02
F 2.660568 -6.107563 -1.783520 0.151 -0.326 0.195 0.02
O 1.161540 0.768616 1.940972 0.067 0.274 0.585 -0.49
O -0.963602 1.355997 3.063227 -0.038 -0.026 0.115 -0.32
N -1.974176 1.288343 -1.579046 0.034 0.337 0.229 0.11
N -0.526503 1.895239 0.638511 -0.714 0.844 -0.145 -0.24
N 1.233448 -0.219440 -3.745287 -0.037 0.007 -0.105 0.11
C 2.287790 5.012493 2.286810 -0.008 0.037 0.017 -0.08
C 2.006598 5.488149 3.564391 -0.031 -0.048 0.027 -0.10
C -1.628243 2.703466 0.357931 0.255 -0.436 0.026 -0.25
C -3.789587 4.362207 -0.524825 0.002 -0.053 -0.119 -0.07
C -3.373654 3.261515 -1.313961 0.052 -0.086 -0.015 -0.17
C 0.145022 0.953603 -5.538151 -0.001 -0.014 0.016 -0.10
C 1.349162 -2.655430 -3.590874 -0.115 0.426 0.014 -0.20
C -2.110419 3.760631 1.114694 0.090 -0.061 -0.048 -0.02
C 1.619139 -3.589273 2.442204 0.014 -0.028 -0.076 -0.26
C 1.394303 -2.685485 -2.180278 -0.018 -0.078 0.248 -0.13
C 0.635336 -0.811519 4.854699 0.046 -0.029 -0.112 -0.05
C -0.241839 -0.257788 -6.089353 -0.019 -0.134 -0.027 -0.09
C 0.875086 0.909450 -4.363133 -0.050 -0.248 0.290 -0.16
C 0.407212 -3.819643 1.792740 -0.055 -0.033 0.079 -0.03
C 1.868915 -3.881076 -1.605969 -0.108 0.075 0.013 -0.12
C 1.109193 4.810475 4.381417 0.021 0.025 -0.094 -0.08
C -0.742811 -3.110033 2.135636 0.059 0.031 -0.032 -0.28
C 0.484665 3.655811 3.922980 0.091 0.058 -0.027 -0.06
C -2.053474 -3.392426 1.438032 0.114 0.044 0.063 -0.04
C 0.130339 -1.436651 -5.466661 -0.093 -0.016 -0.016 -0.03
C 2.866286 -4.353810 2.060796 -0.107 0.037 0.033 -0.05
C 0.540231 -1.876382 3.787588 -0.015 0.058 0.025 -0.26
C 1.666086 -2.614378 3.431620 0.076 0.032 0.095 -0.02
C 1.759395 -3.762176 -4.322637 0.066 0.076 0.106 -0.25
C -0.661101 -2.137405 3.132072 0.012 0.032 -0.014 -0.02
C 1.675152 3.858795 1.824242 -0.021 0.032 0.035 -0.05
C 0.779398 3.188855 2.649647 0.110 0.211 0.087 -0.28
C -3.989851 2.947618 -2.546816 -0.104 0.113 0.054 -0.03
C -2.590872 1.027442 -2.701998 0.057 0.009 0.129 -0.14
C 0.887110 -1.400551 -4.288145 0.256 -0.018 0.094 -0.22
C -3.173687 4.578022 0.669690 0.161 -0.049 0.195 -0.09
C -2.328377 2.412140 -0.875999 0.081 -0.244 -0.152 -0.15
C 2.205407 -4.939589 -3.756063 -0.011 -0.014 -0.067 0.02
C 2.238867 -4.962001 -2.377639 -0.084 0.231 -0.028 -0.31
C -3.603419 1.846607 -3.244073 0.005 -0.112 -0.108 -0.07
H 1.168704 1.834829 -3.870970 0.035 -0.092 -0.031 0.10
H 2.629555 -5.239211 1.469958 -0.014 0.023 0.026 0.07
H -1.652496 3.976553 2.070615 -0.020 0.031 -0.022 0.09
H -0.227403 3.108728 4.533287 0.103 0.067 -0.094 0.11
H -0.831313 -0.285103 -6.999404 0.012 -0.018 0.020 0.10
H 1.953878 -3.989086 -0.520969 -0.018 -0.001 -0.259 0.05
H 1.472629 -0.137842 4.645759 -0.094 -0.091 -0.001 0.08
H 0.797329 -1.258874 5.839122 0.002 -0.021 -0.014 0.08
H -4.783128 3.590406 -2.914367 0.020 0.004 0.006 0.11
H -1.889223 -3.845741 0.460887 0.021 -0.002 -0.020 0.08
H -2.294627 0.118242 -3.217911 0.053 0.028 -0.032 0.11
H -0.168379 -2.390577 -5.878861 0.021 0.024 -0.001 0.11
H -0.268523 -0.205232 4.883739 0.021 -0.037 -0.017 0.06
H -3.497688 5.401761 1.297075 0.052 -0.042 0.016 0.10
H 2.488796 6.390622 3.922219 -0.017 -0.029 -0.010 0.10
H 2.612949 -2.411935 3.933088 -0.126 -0.017 -0.066 0.12
H -4.595427 5.000915 -0.873059 0.058 -0.064 0.009 0.10
H 2.525084 -5.778592 -4.361268 -0.029 0.085 0.049 0.12
H 3.534186 -3.733480 1.460308 0.001 0.024 -0.019 0.08
H -2.667885 -4.078935 2.024839 0.002 -0.014 0.016 0.08
H 3.420079 -4.667424 2.948398 -0.033 0.009 -0.011 0.07
H 0.890381 5.182806 5.374700 0.010 0.009 -0.007 0.10
H -4.064049 1.583442 -4.186971 0.005 -0.013 -0.011 0.10
H 2.985286 5.544517 1.650056 -0.024 -0.012 0.035 0.10
H -0.119541 1.900217 -5.991493 0.005 -0.011 0.011 0.09
H 0.359544 -4.562202 1.001919 -0.015 0.027 0.039 0.11
H 1.879232 3.474941 0.828498 -0.044 0.024 0.135 0.12
H -1.540473 -1.546995 3.382255 0.109 -0.048 -0.027 0.12
H -2.630851 -2.477920 1.299833 -0.009 0.032 0.002 0.08
```
Forces are in eV/Å.

Molecular formula: C4H11N3O3
Method: DFT, the ωB97M-V functional and the def2-TZVPD basis

The value obtained for the total energy is -14933.8223 eV. Its lowest unoccupied orbital energy is 0.851 eV. Its HOMO-LUMO gap is 10.6748 eV. The spin multiplicity is 1. As for the structure (SMILES): C/N=C(\C)CO.O/N=N\O. The calculation puts the max |F| at 0.070 hartree/bohr. For the energy above the lowest of the compared OMol25 structures with the same formula, charge and spin, the calculation gives 5.326 eV.

XYZ file:
```
21
Properties=species:S:1:pos:R:3:forces:R:3:lowdin_charge:R:1
O 0.031956 2.176213 0.549415 0.218 1.361 -2.482 -0.12
O -2.366747 1.231246 0.419607 -2.425 -0.747 0.381 0.00
O -4.141357 -0.634787 0.212175 0.903 0.998 0.628 -0.02
N 0.883629 -0.216925 1.068815 1.728 0.190 -1.987 0.03
N -2.997023 -0.663620 -0.596654 -1.292 -0.865 -0.110 -0.06
N -2.237364 0.246578 -0.509363 3.005 1.803 -0.494 -0.08
C 1.052510 0.059542 -0.168545 -0.578 3.126 -0.670 -0.37
C 0.761954 1.514124 -0.527687 -2.774 2.265 -0.106 -0.18
C 1.530906 -1.432881 1.474094 0.739 -0.890 1.873 -0.14
C 1.639593 -0.701203 -1.330683 1.475 0.802 1.647 -0.03
H -4.594537 -1.285451 -0.286373 -1.332 -1.158 -0.229 0.06
H 1.824268 -2.160171 0.714431 0.266 0.405 -0.319 0.06
H 1.075241 -1.587317 -1.242547 0.100 -1.780 -0.497 0.06
H 1.465781 -0.260141 -2.339209 0.404 -0.027 1.067 0.10
H 2.453322 -1.254702 2.193776 -1.986 -0.147 -1.411 0.13
H 0.746055 -1.942367 1.999658 0.013 -0.627 0.979 0.06
H 1.613823 2.169153 -0.733131 0.809 -0.799 0.304 0.11
H 0.153207 1.739818 1.364346 0.528 -1.361 1.421 0.04
H 2.736123 -0.775408 -0.964110 -1.500 -0.489 -1.463 0.13
H 0.124207 1.840249 -1.468838 0.897 -1.724 1.521 0.15
H -1.755543 1.938053 0.170821 0.803 -0.338 -0.053 0.06
```
Forces are in eV/Å.

spin multiplicity of number 4 (C4H11N3O3)?
1